Record 1
C3H8BF | ωB97M-V/def2-TZVPD

Results
Multiplicity: 1
HOMO: -0.3261 hartree

Last columns: bonded neighbours and bond lengths (Å).
Geometry (Å):
1 F -2.69367 0.54358 0.60674  B5 1.460
2 C -1.34509 -1.16728 -0.53064  B5 1.579, H6 1.041, H9 1.005, H11 1.087
3 C 1.63532 0.75563 -0.26283  C4 1.480, H7 1.130, H10 1.102, H12 1.159
4 C 0.80862 0.46755 0.92998  C3 1.480, H8 1.044, H13 1.173
5 B -1.31615 0.10084 0.41032  F1 1.460, C2 1.579
6 H -1.46271 -0.67754 -1.44219  C2 1.041
7 H 1.59818 1.74961 -0.79956  C3 1.130
8 H 0.99947 -0.31682 1.59218  C4 1.044
9 H -0.69834 -1.93341 -0.46492  C2 1.005
10 H 2.67008 0.58707 0.07661  C3 1.102
11 H -2.33629 -1.60649 -0.44960  C2 1.087
12 H 1.47261 -0.01289 -1.11549  C3 1.159
13 H 0.66798 1.51014 1.44940  C4 1.173

Record 2
C3H8BNO4 | ωB97M-V/def2-TZVPD

Results
Multiplicity: 1
HOMO: -0.3163 hartree

Last columns: bonded neighbours and bond lengths (Å).
Geometry (Å):
1 O -0.06769 1.58918 1.32527  C8 1.162
2 O 3.12252 0.66429 1.23972  B9 1.385, H17 0.977
3 O 1.53547 -0.65509 -0.13935  B9 1.343
4 O 3.82558 -1.27290 -0.09132  B9 1.517, H11 0.959
5 N -1.36260 0.15430 -0.11005  C6 1.458, C7 1.494, C8 1.295
6 C -1.16064 -0.98547 -0.99735  N5 1.458, H12 1.054, H13 1.073, H15 1.111
7 C -2.74670 0.70458 0.00091  N5 1.494, H10 1.038, H14 1.097, H16 1.151
8 C -0.47550 0.84205 0.53478  O1 1.162, N5 1.295
9 B 2.71190 -0.40119 0.45645  O2 1.385, O3 1.343, O4 1.517
10 H -3.07148 1.33302 -0.75885  C7 1.038
11 H 4.63153 -0.75512 -0.04298  O4 0.959
12 H -1.36352 -0.68627 -1.98767  C6 1.054
13 H -1.81841 -1.83217 -0.96227  C6 1.073
14 H -3.39690 -0.16853 0.13296  C7 1.097
15 H -0.12441 -1.35892 -0.85027  C6 1.111
16 H -2.70058 1.45849 0.86996  C7 1.151
17 H 2.46143 1.36974 1.38008  O2 0.977

Record 3
C3H8Br2Si | ωB97M-V/def2-TZVPD

Results
Multiplicity: 1
HOMO: -0.3618 hartree
SMILES: CC(C)[SiH](Br)Br

Last columns: bonded neighbours and bond lengths (Å).
Geometry (Å):
1 Br 0.47623 0.93472 2.84418  Si3 2.169
2 Br -1.30156 -2.41425 2.04908  Si3 2.814
3 Si 0.74759 -0.61613 1.35292  Br1 2.169, Br2 2.814, C6 1.843, H10 1.411
4 C -0.24039 -0.77221 -1.22012  C6 1.530, H8 1.013, H9 1.020, H13 1.053
5 C -0.44891 1.42545 -0.24595  C6 1.512, H11 1.068, H12 1.125, H14 1.082
6 C 0.44853 0.20831 -0.26852  Si3 1.843, C4 1.530, C5 1.512, H7 1.131
7 H 1.38444 0.34984 -0.88665  C6 1.131
8 H -1.19477 -0.88815 -0.89941  C4 1.013
9 H -0.10972 -0.49128 -2.19165  C4 1.020
10 H 2.03417 -1.10760 1.65755  Si3 1.411
11 H -1.43711 1.08858 -0.02265  C5 1.068
12 H -0.38173 1.77079 -1.31449  C5 1.125
13 H 0.09821 -1.76779 -1.15737  C4 1.053
14 H -0.07500 2.27974 0.30309  C5 1.082

For the records above, the corresponding energy above the lowest of the compared OMol25 structures with the same formula, charge and spin values read 102.5 284.6 136.5 kJ/mol.
For the records above, the corresponding HOMO-LUMO gap values read 9.49 7.90 9.09 eV.